{"formula": "C3H8OS", "method": "ωB97M-V/def2-TZVPD", "relative_energy_ev": 4.877, "fmax_ev_per_a": 6.4, "smiles": "C=[S@H](=O)CC", "species": ["C", "S", "O", "C", "C", "H", "H", "H", "H", "H", "H", "H", "H"], "coordinates": [[2.2576, -1.0271, -0.1316], [0.9881, -0.0611, -0.2011], [1.2329, 1.5192, -0.2591], [-0.8239, -0.2411, 0.5425], [-1.5797, 0.8157, -0.2441], [2.0999, -2.0222, 0.3145], [2.9127, -0.3862, 0.6039], [0.4118, -0.4089, -1.4406], [-1.1599, -1.3143, 0.2375], [-0.9317, -0.1573, 1.7141], [-1.9979, 0.5040, -1.1521], [-2.4722, 1.1362, 0.4726], [-0.9377, 1.6431, -0.4565]], "lowdin_charge": [-0.37, 0.79, -0.48, -0.32, -0.19, 0.02, 0.05, 0.07, 0.11, 0.12, 0.04, 0.12, 0.04]}


{"formula": "C4H10NO2S", "method": "ωB97M-V/def2-TZVPD", "relative_energy_ev": 1.936, "fmax_ev_per_a": 4.3, "total_charge": -1, "species": ["O", "C", "N", "C", "C", "S", "C", "H", "H", "H", "H", "H", "H", "H", "H", "H", "H", "O"], "coordinates": [[-0.5611, 3.0678, -0.2595], [-0.6844, 1.8899, -0.0348], [0.3332, 1.0250, -0.4231], [0.5394, -0.2907, 0.2059], [-0.6873, -0.8005, 0.9066], [-0.5984, -2.6393, 1.0255], [1.8954, -0.1966, 1.0759], [-1.6047, 1.5178, 0.5170], [1.0563, 1.4743, -0.9860], [0.8310, -0.9891, -0.6253], [-1.6107, -0.6176, 0.3691], [-0.8953, -0.4228, 1.8922], [2.0314, 0.6505, 1.7427], [1.8481, -1.0066, 1.6749], [2.8490, -0.3665, 0.4224], [-1.5855, -0.0587, -2.1690], [-1.7610, -1.5373, -2.4071], [-1.3953, -0.6996, -2.9274]], "lowdin_charge": [-0.03, -0.37, 0.03, -0.46, -0.75, 0.11, -0.06, 0.14, 0.14, 0.11, 0.01, 0.04, 0.06, -0.01, 0.10, 0.03, 0.09, -0.16]}


{"formula": "C6H9NO2", "method": "ωB97M-V/def2-TZVPD", "relative_energy_ev": 4.470, "fmax_ev_per_a": 1.2, "species": ["C", "C", "C", "C", "C", "O", "N", "C", "O", "H", "H", "H", "H", "H", "H", "H", "H", "H"], "coordinates": [[-0.5355, -1.0903, 0.6425], [0.6056, -0.4071, 1.5481], [1.8643, -0.3477, -0.6961], [-1.2304, 0.0850, -0.5804], [0.8842, 0.1794, 0.2660], [-2.4511, 0.5226, 0.0158], [0.0300, 2.3701, -0.4207], [-0.1229, 1.1274, -0.2776], [-1.2520, -0.3718, -1.7584], [-3.1083, 0.5818, -0.6935], [-0.8089, 2.7703, -0.8507], [-0.2354, -2.0218, 0.1770], [-1.3847, -1.2136, 1.3091], [0.1479, 0.2452, 2.2855], [1.3469, -1.0889, 1.9531], [2.4569, 0.4990, -1.0598], [2.5021, -1.1334, -0.2926], [1.2914, -0.7061, -1.5673]], "lowdin_charge": [0.00, -0.06, 0.01, -0.65, -0.18, 0.00, 0.19, -0.27, -0.06, 0.10, 0.08, 0.11, 0.12, 0.13, 0.12, 0.12, 0.10, 0.12]}